C3H3DyO4 | ωB97M-V/def2-TZVPD

```
11
Properties=species:S:1:pos:R:3:forces:R:3
O -3.039 0.281 0.460 3.9 1.8 -0.9
C -1.889 0.438 0.206 -3.7 -1.8 2.6
C -1.018 -0.612 -0.473 2.0 -0.3 -1.5
H -0.900 0.898 1.040 0.2 0.3 -0.2
H -0.972 -1.452 0.236 -0.1 0.2 0.1
H -1.442 -0.927 -1.434 -0.2 0.2 0.1
O 0.289 -0.080 -0.768 -1.8 -2.1 -0.8
C 1.165 0.217 0.135 0.7 4.3 -0.3
O 0.718 0.756 1.223 -1.8 -0.9 0.5
O 2.311 0.534 -0.205 1.3 -2.1 0.3
Dy 4.777 -0.051 -0.420 -0.5 0.4 0.0
```
Forces are in eV/Å.

As for the charge: +3. As for the multiplicity: 7. The energy above the lowest of the compared OMol25 structures with the same formula, charge and spin is 0.096 eV. The expectation value of S² is 12.62. The value obtained for the frontier orbital gap (spin up / spin down) is 0.2281 / 0.2821 Eh.


C31H80F6N6O11S2 | ωB97M-V/def2-TZVPD

```
136
Properties=species:S:1:pos:R:3:forces:R:3
C 0.781 -4.171 1.557 0.4 0.0 1.0
C 1.746 -3.361 2.515 -0.7 0.6 -1.4
C 2.705 -2.487 1.693 1.3 -0.4 -1.0
C 3.620 -3.328 0.721 0.3 1.3 0.6
N 4.589 -2.426 -0.151 -1.0 -0.5 -0.3
C 5.446 -3.297 -1.130 -1.8 0.2 0.0
C 6.711 -2.524 -1.381 0.7 0.5 0.3
C 6.789 -1.408 -0.266 0.1 -0.5 0.0
C 5.647 -1.743 0.695 -0.4 -0.6 -0.2
C 3.793 -1.411 -0.982 0.9 -0.8 0.4
H -0.092 -4.553 2.086 0.1 0.1 0.2
H 1.216 -5.046 1.076 0.4 0.0 0.1
H 0.407 -3.528 0.761 0.0 0.4 0.0
H 2.294 -3.887 3.296 -0.1 -0.6 -0.4
H 1.169 -2.615 3.062 -0.4 -0.2 0.1
H 3.284 -1.868 2.379 0.5 -0.3 0.1
H 2.224 -1.734 1.068 -0.8 -0.3 0.1
H 3.000 -3.943 0.069 0.1 0.3 -0.4
H 4.276 -4.015 1.255 0.1 0.1 0.1
H 4.778 -3.366 -1.989 0.3 -0.1 -0.3
H 5.543 -4.329 -0.794 0.2 0.3 0.7
H 6.729 -2.202 -2.422 0.1 0.5 0.2
H 7.597 -3.147 -1.260 -0.2 -0.2 -0.1
H 6.760 -0.364 -0.578 -0.3 -0.2 -0.4
H 7.744 -1.496 0.253 -0.1 0.0 0.1
H 5.237 -0.888 1.232 -0.1 -0.2 -0.1
H 5.855 -2.557 1.390 0.6 0.4 0.3
H 4.462 -0.940 -1.702 0.2 0.0 0.3
H 3.355 -0.664 -0.320 -0.1 -0.2 -0.2
H 3.049 -1.949 -1.569 -0.2 0.0 0.4
C -3.023 5.148 -0.873 0.0 -0.8 1.0
C -2.407 4.817 0.554 -1.5 1.1 -0.6
C -2.769 5.853 1.662 0.5 0.4 0.7
O -2.168 5.506 2.927 -1.2 -1.4 -1.7
C -2.122 6.556 3.877 0.9 1.4 -0.8
N -2.775 3.369 0.958 1.0 1.4 -0.9
H -3.665 2.990 0.667 -0.7 0.7 0.3
H -2.133 2.734 0.506 0.8 -0.5 0.0
H -2.654 3.301 1.959 -0.2 -0.4 1.7
H -4.085 4.918 -0.970 -0.3 0.1 0.6
H -2.580 4.479 -1.610 0.5 0.2 -0.1
H -2.916 6.187 -1.185 0.3 -0.1 0.2
H -1.327 4.885 0.421 0.0 -0.6 0.3
H -3.812 6.163 1.731 -0.7 -1.1 0.3
H -2.422 6.826 1.317 1.0 0.1 -0.3
H -1.646 6.263 4.812 -0.4 -0.5 -0.2
H -3.046 7.107 4.053 -0.4 -0.6 0.0
H -1.457 7.253 3.368 0.2 0.7 0.5
C 0.601 -0.241 -3.019 -0.5 1.0 -0.5
C 1.469 0.085 -4.238 0.7 -0.5 0.6
C 2.939 0.404 -3.938 1.6 0.8 -1.7
O 3.607 0.841 -5.164 -0.3 -1.8 0.6
C 4.910 1.428 -4.941 -0.2 1.4 -0.9
N 1.284 -1.064 -5.256 0.4 0.6 -0.7
H 1.641 -0.803 -6.164 0.6 0.5 -0.6
H 1.721 -1.957 -5.080 0.6 -0.2 0.7
H 0.324 -1.304 -5.461 -0.7 0.3 0.3
H -0.420 -0.482 -3.317 -0.1 -0.1 -0.3
H 0.452 0.709 -2.507 0.2 -0.2 0.5
H 0.872 -1.027 -2.314 0.6 0.2 -0.2
H 1.207 1.023 -4.727 -0.9 -0.4 -0.4
H 3.538 -0.394 -3.499 -0.3 -0.2 0.2
H 3.019 1.324 -3.359 -0.7 -0.3 1.0
H 5.704 0.986 -4.339 -0.8 -0.8 0.7
H 4.702 2.450 -4.625 0.4 0.1 0.4
H 5.428 1.521 -5.896 -0.6 -0.1 -0.3
C 0.660 3.186 2.831 -0.5 0.6 -0.6
C 1.889 3.238 1.941 0.7 1.3 2.0
C 2.783 4.346 2.537 0.1 1.4 0.5
O 4.026 4.486 1.936 -0.7 -3.5 -1.4
C 4.910 5.332 2.524 1.1 2.5 0.9
N 2.633 1.906 1.995 -0.3 0.5 -0.1
H 2.930 1.579 2.903 0.3 0.8 0.9
H 1.999 1.164 1.737 -0.6 -0.5 -1.1
H 3.449 1.994 1.406 0.4 -0.2 -0.3
H 0.287 4.204 2.944 -0.1 0.2 -0.2
H 0.856 2.921 3.870 0.0 -0.6 -0.1
H -0.162 2.647 2.361 0.1 -0.4 0.5
H 1.684 3.458 0.893 0.0 -0.3 0.0
H 2.876 4.363 3.623 0.2 -1.4 0.5
H 2.314 5.330 2.535 -1.0 0.1 -1.0
H 5.954 5.077 2.344 -0.2 -0.1 -0.6
H 4.864 5.449 3.607 -0.5 -0.5 0.3
H 4.656 6.321 2.141 0.6 0.4 0.0
C -2.224 -5.778 -3.269 -0.4 0.1 1.6
C -2.576 -4.751 -2.121 -0.2 -0.6 -1.0
C -2.909 -5.488 -0.790 0.9 1.4 0.4
O -2.877 -4.575 0.341 -0.7 -0.5 -1.1
C -3.036 -5.203 1.641 1.3 -0.8 0.0
N -1.419 -3.734 -1.999 -1.6 -1.0 0.4
H -1.592 -3.139 -1.201 0.0 0.7 0.8
H -0.534 -4.196 -1.847 0.4 -0.1 -0.2
H -1.469 -3.162 -2.830 0.5 0.1 -0.2
H -1.431 -6.425 -2.894 0.1 -0.1 -0.1
H -1.945 -5.411 -4.257 -0.1 0.5 0.2
H -3.095 -6.420 -3.395 0.0 0.0 -0.1
H -3.446 -4.166 -2.418 0.1 0.3 0.0
H -2.112 -6.224 -0.693 -0.3 -0.6 0.4
H -3.910 -5.899 -0.923 0.1 -0.4 0.1
H -2.943 -4.435 2.410 -0.1 0.0 -0.3
H -2.222 -5.921 1.737 0.5 0.2 0.2
H -3.866 -5.872 1.864 -0.9 0.6 -0.8
C -3.152 0.956 -2.762 -2.0 -0.5 1.6
C -4.439 0.000 -2.777 1.3 -0.3 -1.1
C -4.602 -0.928 -1.558 0.9 -1.3 -0.3
O -5.633 -1.908 -1.659 0.0 1.6 -0.8
C -5.835 -2.624 -0.465 -1.1 -1.7 0.7
N -5.735 0.734 -2.922 1.1 1.0 0.5
H -5.971 1.119 -2.018 -0.8 -0.4 0.8
H -5.629 1.601 -3.428 -0.1 0.1 -1.2
H -6.447 0.117 -3.287 -0.7 0.0 -0.1
H -2.981 1.660 -3.577 -0.5 -0.5 -0.4
H -2.268 0.340 -2.597 -0.2 0.1 0.2
H -3.345 1.564 -1.879 0.8 0.2 0.2
H -4.301 -0.546 -3.710 -0.6 -0.5 0.1
H -4.668 -0.358 -0.630 0.0 0.2 0.2
H -3.728 -1.579 -1.524 0.9 0.7 0.3
H -5.018 -3.214 -0.052 1.0 0.6 -0.3
H -6.514 -3.440 -0.713 -0.4 0.3 -0.2
H -6.298 -2.086 0.363 0.1 0.5 -0.2
C -1.876 -0.449 1.948 0.0 0.8 -1.0
F -1.525 0.289 2.956 0.9 -0.2 0.3
F -1.743 -1.741 2.176 -0.1 -0.2 0.3
F -3.163 -0.134 1.711 0.3 -0.6 -0.7
S -0.789 -0.068 0.380 0.4 1.4 0.8
O -0.974 -1.158 -0.551 -0.4 -1.2 -0.5
O -1.312 1.191 -0.155 -0.1 -0.2 0.3
O 0.609 0.051 0.820 -0.6 -0.2 0.2
C -3.462 1.236 5.998 0.2 1.0 0.3
F -3.859 1.463 7.260 0.1 -0.3 -0.9
F -2.654 0.176 5.991 0.4 -0.1 0.0
F -4.507 0.897 5.230 -0.3 0.2 0.1
S -2.602 2.807 5.346 1.2 0.5 2.3
O -3.420 3.908 5.856 0.9 -1.3 -1.0
O -1.246 2.680 5.963 -2.1 0.2 -1.5
O -2.614 2.633 3.887 0.0 -0.1 -0.6
```
Forces are in eV/Å.

As for the charge: +4. The value obtained for the frontier orbital gap is 0.1708 Eh.


C24H43NO2P2Pr | ωB97M-V/def2-TZVPD

```
73
Properties=species:S:1:pos:R:3:forces:R:3
Pr 0.379 -0.262 -0.646 1.9 0.6 1.2
C 1.802 1.612 0.743 -0.2 -1.0 0.1
C 0.916 1.180 1.776 0.5 -0.1 -0.3
C 2.230 -0.627 1.184 -0.6 0.9 -0.2
C 2.624 0.493 0.371 -1.3 -0.1 0.5
C 1.184 -0.190 2.052 0.4 0.1 -0.8
C 1.808 2.957 0.093 0.1 0.5 -0.1
H 0.939 3.560 0.400 0.3 -0.2 -0.1
H 1.803 2.889 -1.010 0.0 0.1 0.3
H 2.710 3.526 0.367 -0.2 -0.1 -0.1
C 3.512 0.405 -0.824 0.6 0.1 -0.2
H 3.534 1.352 -1.389 0.0 -0.4 0.2
H 3.228 -0.411 -1.527 0.1 0.3 0.3
H 4.544 0.194 -0.500 -0.3 0.0 -0.3
C 2.725 -2.026 1.045 0.5 -0.6 0.1
H 3.801 -2.059 1.285 -0.3 -0.2 -0.1
H 2.611 -2.448 0.024 0.1 0.2 0.4
H 2.210 -2.704 1.746 0.2 0.3 -0.3
C 0.553 -1.006 3.126 -0.2 -0.3 0.5
H 1.232 -1.107 3.990 -0.2 0.0 -0.3
H 0.313 -2.026 2.788 0.1 0.2 0.1
H -0.377 -0.550 3.500 0.3 -0.1 -0.1
C -0.018 2.036 2.567 -0.4 0.3 0.2
H 0.428 2.415 3.506 -0.1 -0.2 -0.4
H -0.916 1.468 2.851 0.2 0.2 0.0
H -0.355 2.908 1.991 0.1 -0.2 0.2
C -5.819 3.046 -3.202 0.4 0.4 -0.1
C -5.572 4.063 -2.367 -0.2 0.1 -0.7
C -6.480 4.568 -1.283 -0.1 0.0 0.5
C -7.440 3.533 -0.646 -0.3 0.6 0.2
C -6.793 2.271 -0.158 0.1 -0.6 0.1
C -6.553 1.156 -0.861 -0.4 0.2 0.6
C -6.904 0.900 -2.295 0.1 0.0 -0.4
C -7.023 2.149 -3.201 -0.3 -0.5 -0.3
H -7.104 5.398 -1.662 0.3 -0.2 0.0
H -8.271 3.334 -1.334 0.2 0.0 0.4
H -5.857 5.012 -0.489 -0.2 -0.1 -0.2
H -7.944 2.688 -2.955 0.4 -0.2 -0.3
H -5.136 2.861 -4.044 0.0 0.1 0.5
H -4.693 4.699 -2.540 -0.2 -0.4 -0.1
H -7.150 1.777 -4.231 -0.1 0.1 0.3
H -6.149 0.217 -2.722 -0.2 0.2 0.1
H -6.144 0.282 -0.337 -0.2 0.4 0.0
H -7.863 0.355 -2.355 0.3 0.1 0.1
H -7.883 4.022 0.237 0.0 -0.1 -0.3
H -6.576 2.280 0.917 0.2 -0.2 -0.4
P -1.842 1.443 -1.216 -0.9 0.6 -0.9
P -2.081 -1.330 0.342 -0.9 -0.8 0.1
C -3.416 0.472 -1.438 0.0 0.1 0.0
C -3.280 -1.007 -1.050 0.4 -0.3 0.3
H -3.706 0.547 -2.503 0.0 0.1 0.5
H -4.204 0.963 -0.845 0.4 -0.1 -0.2
H -4.229 -1.420 -0.691 0.0 0.0 -0.3
H -2.955 -1.627 -1.897 0.0 0.2 0.1
C -1.992 -3.162 0.355 -0.1 0.0 -0.2
H -1.488 -3.487 1.279 -0.2 0.1 -0.4
H -1.442 -3.535 -0.521 -0.2 0.0 0.3
H -3.034 -3.529 0.355 0.5 -0.1 0.0
C -3.190 -1.142 1.770 -0.1 0.3 0.2
H -4.120 -1.669 1.496 0.3 0.3 0.3
H -3.398 -0.079 1.964 0.0 -0.4 0.1
H -2.739 -1.616 2.657 -0.2 0.3 -0.3
C -1.451 1.818 -2.977 0.1 0.2 -0.1
H -0.556 2.464 -3.019 -0.4 -0.2 -0.1
H -2.320 2.370 -3.381 0.5 -0.3 0.0
H -1.262 0.907 -3.566 -0.1 0.3 0.2
C -2.372 3.099 -0.685 -0.1 0.3 0.3
H -2.593 3.098 0.394 0.0 0.1 -0.4
H -3.269 3.413 -1.253 0.4 -0.2 0.3
H -1.543 3.804 -0.878 -0.4 -0.3 0.1
O 0.576 -2.424 -1.697 0.1 0.4 -1.6
N 0.800 -2.004 -2.896 -0.1 0.5 1.0
O 0.880 -0.732 -2.974 -0.2 -1.3 -0.1
```
Forces are in eV/Å.

As for the charge: +1. As for the multiplicity: 3. The expectation value of S² is 2.01. The value obtained for the frontier orbital gap (spin up / spin down) is 0.2892 / 0.2917 Eh.